1.
Density functional theory data (ωB97M-V/def2-TZVPD) for a 10-piece molecular cluster, C25H70O20S10 overall at a distorted geometry.

```
! wB97M-V def2-TZVPD RIJCOSX def2/J DEFGRID3
* xyz 0 1
S -3.43577 -0.56700 -4.91486
S 1.03884 5.10838 2.91436
S -1.76212 -1.87204 5.85116
S 0.74873 1.16529 -1.17962
S 2.14425 -6.01966 -1.35054
S -7.64638 -0.16364 4.30919
S -5.95429 -0.85546 -2.13650
S 1.92827 -2.52254 -4.23625
S 5.87729 2.12019 1.02265
S 4.62941 2.69052 -5.22641
O -7.12049 0.31830 5.56722
O -3.27155 0.02402 -6.27443
O 3.30204 -5.29563 -1.83199
O -6.54840 -1.15097 3.61482
O 0.13357 1.66900 -2.38274
O 0.88066 -2.71810 -5.30610
O -2.02216 -0.49705 6.16252
O -0.41184 1.01926 -0.06242
O 2.99873 2.60848 -5.42425
O 5.15483 1.44792 -5.68822
O 4.94665 3.21447 -3.91907
O -0.32546 -1.95435 5.03763
O 1.05917 -5.00386 -0.71514
O -7.31606 -1.42887 -2.31891
O 1.48293 -0.07622 -1.27328
O -2.64036 -2.63424 5.02416
O -8.18285 0.77911 3.33712
O 0.12842 3.92869 2.92906
O 1.44077 -6.97025 -2.17280
O 4.68923 1.22474 1.27175
C 0.82983 -1.32995 5.58750
C 2.75371 4.71405 2.31158
C 1.73708 2.43863 -0.32458
C -1.17370 0.19825 2.05947
C -6.08256 0.57991 -1.06371
C 1.55982 -0.58566 4.48574
C 3.56801 -3.07718 -4.87900
C -4.99114 -1.83773 -0.98191
C 0.01934 0.72771 1.27531
C -1.97691 -1.60079 -4.71650
C 1.68231 5.29034 4.61515
C 0.72807 3.33810 -5.01215
C 5.46857 2.89601 -0.55248
C -8.82472 -1.48092 4.60468
C -4.84429 0.61257 3.17583
C 2.56193 -6.85392 0.21885
C 7.22729 1.04231 0.45212
C 5.01182 3.98815 -6.45600
C -5.17727 -0.75916 3.76910
C 2.18964 3.35818 -4.51914
C -0.04980 -2.99105 -0.36355
C -3.01072 0.69236 -3.66385
C -1.18072 -2.79766 7.34447
C 2.16378 -0.72759 -4.25024
C 1.33039 -3.59028 -0.45974
H -8.39520 -2.18900 5.30572
H -1.06154 0.49793 3.09992
H 1.97776 -3.61066 0.41985
H 0.51451 3.67919 -6.02087
H 3.90007 -2.21976 -5.46966
H -0.62331 -3.43790 0.45252
H -2.43222 1.51932 -4.06895
H 1.03182 3.26645 -0.26142
H -2.06301 -3.06394 7.92789
H 0.77519 5.58000 5.15632
H 2.43619 4.42193 -4.58508
H 2.97271 4.95335 1.27061
H 5.48616 2.12315 -1.32244
H 1.46974 -2.19862 5.80157
H 0.66470 -0.75633 6.49917
H -0.50514 -2.13836 7.87157
H 2.53241 -0.18571 4.77396
H 2.28529 2.93724 -3.52323
H 2.41626 2.77628 -1.11084
H -4.05677 -1.28521 -0.81943
H -6.64933 0.24733 -0.19006
H 4.80758 3.47189 -7.39105
H -1.36125 -0.87497 1.98443
H -9.78944 -1.06258 4.87581
H 0.15687 3.99870 -4.35232
H 2.23717 2.02403 0.54157
H -6.75134 1.26089 -1.59316
H 4.30963 -3.38809 -4.14964
H 0.97086 0.22499 4.05538
H -4.53222 -1.57443 3.45106
H -4.68156 -2.78342 -1.42149
H -0.83269 -3.76426 6.98929
H 1.29119 -0.25063 -3.82732
H 3.39697 -3.88564 -5.58773
H -5.67942 1.29890 3.07104
H -8.93558 -2.00282 3.65423
H 4.38213 4.84322 -6.25138
H -1.12494 -0.90851 -4.79397
H -0.62596 -3.33901 -1.22806
H -4.08954 1.14345 3.75966
H -5.42806 -1.92679 0.01189
H 2.48007 5.97018 4.88636
H -0.16266 -1.91296 -0.39048
H 7.72115 0.65951 1.34534
H 0.38132 1.64337 1.74508
H 6.91397 0.17910 -0.13705
H 0.79938 -0.03769 1.30954
H -2.56821 0.31380 -2.74143
H -2.14789 0.54566 1.70460
H 1.77818 -7.57859 0.41105
H 1.77827 -1.28627 3.67702
H -5.15443 1.08174 -0.80651
H 6.24168 3.60430 -0.85912
H 6.08904 4.06872 -6.33203
H -1.74192 -2.13640 -5.63661
H 1.93960 -3.12248 -1.23252
H 2.63425 -6.10028 0.99880
H -4.92251 -0.66694 4.83158
H 7.99359 1.53331 -0.15199
H 3.11927 3.70549 2.52355
H 0.28293 2.36645 -4.79964
H -3.98774 1.06372 -3.34178
H 3.54413 -7.30471 0.09527
H -4.32043 0.40233 2.24045
H 1.82403 4.25018 4.91837
H 2.33693 -0.57435 -5.31777
H 3.10614 -0.47457 -3.76176
H 3.44609 5.33283 2.88486
H 4.50029 3.38446 -0.54298
H -1.76707 -2.16468 -3.81058
*
```

Properties
E	-6480.88141	hartree
LUMO energy	-0.05	eV
relative energy (zero: lowest compared OMol25 entry of this formula, charge and spin)	50.2	kcal per mole

Atomic partial charges in e from the Löwdin method, atoms 1 to 5:
1. S 0.8003
2. S 0.8396
3. S 0.6218
4. S 0.6157
5. S 0.6162

***

2.
Density functional theory data (ωB97M-V/def2-TZVPD) for C25H71BF3HgO12S as an isolated structure at a distorted geometry.

```
! wB97M-V def2-TZVPD RIJCOSX def2/J DEFGRID3
* xyz 1 1
Hg -19.45651 5.58122 8.35596
S -20.38910 8.93961 7.40257
F -18.95388 9.92171 5.29666
F -20.90689 9.16792 4.83500
F -20.66049 11.05285 5.84602
O -19.64619 16.08853 3.02264
O -24.07599 10.32259 6.91602
O -17.56630 5.73895 6.82042
O -21.25760 5.97848 9.62392
O -25.19035 10.18073 4.56712
O -21.78232 9.04368 7.72689
O -20.22169 6.97726 -0.14493
O -19.91968 7.53890 7.25298
O -20.69012 4.85480 6.36610
O -19.58730 9.71838 8.31060
O -17.78405 11.86455 9.39766
O -17.25540 9.33526 9.89745
C -19.22293 13.73906 8.90151
C -19.72465 15.78667 4.43570
C -20.04081 8.07628 1.82949
C -23.35837 7.15733 10.13607
C -24.10719 10.54715 3.75629
C -25.99051 11.90288 7.25317
C -20.22628 9.85453 5.72513
C -23.98897 11.72538 8.85167
C -17.54472 12.87117 7.23153
C -17.17203 6.57056 5.81622
C -23.87835 12.08948 3.78669
C -16.40542 5.88330 4.69508
C -16.54783 7.72705 6.54757
C -20.42069 4.63693 3.91350
C -20.96525 5.49736 5.13660
C -24.85331 11.03057 7.82363
C -20.55527 14.55635 4.61692
C -20.22981 8.29588 0.40106
C -18.31735 15.79634 4.97085
C -21.66640 8.88983 -0.01252
C -22.33237 6.03361 4.94120
C -22.63971 6.15596 9.21312
C -23.35581 4.83823 9.12201
C -24.36194 10.00164 2.24552
C -17.83232 13.10121 8.69780
B -18.24864 6.91903 10.02238
H -25.46654 10.29273 8.34099
H -15.56784 5.25281 4.99350
H -22.79569 6.27314 5.89830
H -19.45090 8.90098 -0.06290
H -18.24464 12.16183 6.78990
H -17.82453 6.78334 9.03955
H -24.77014 12.56957 3.38376
H -22.35446 8.80496 0.82859
H -19.01786 7.67469 10.06109
H -21.02663 3.74712 3.74267
H -22.49743 6.63826 8.24603
H -18.06516 6.91590 5.29549
H -21.31551 5.61881 10.51211
H -22.99830 5.28291 4.51568
H -23.51956 10.28462 1.61431
H -23.36695 6.83222 11.17643
H -19.96962 9.11571 2.14984
H -23.00085 8.18550 10.19204
H -25.60199 12.74645 6.68260
H -16.73179 5.32021 7.04370
H -24.39173 7.32476 9.83235
H -23.31264 9.97657 4.23713
H -24.89167 10.33233 5.46679
H -24.53531 12.06458 9.73176
H -20.21253 13.87886 5.39899
H -21.07019 3.98777 6.20672
H -15.80005 7.48152 7.30166
H -19.40118 4.27754 4.05338
H -23.64191 12.37965 4.81041
H -20.08530 13.36476 8.34986
H -17.02918 13.71330 9.10816
H -17.62987 13.85983 6.78055
H -17.94395 8.69211 9.71344
H -19.29877 7.37545 2.21199
H -19.33813 14.80446 8.70208
H -18.26100 15.83688 6.05863
H -16.88466 9.26870 10.78048
H -16.47849 12.67138 7.12504
H -20.75539 7.09607 -0.93401
H -20.96495 7.71353 2.27946
H -20.39953 5.30673 3.05383
H -22.76555 4.13128 8.53900
H -26.55153 11.36512 6.48887
H -20.25426 16.59032 4.94733
H -17.45158 7.09852 10.72716
H -17.02043 5.20848 4.09969
H -18.56303 5.92137 10.28711
H -17.66494 16.62648 4.70009
H -22.15966 8.25190 -0.74588
H -17.34808 8.40592 6.84226
H -16.06838 6.73337 4.10187
H -22.29605 6.89568 4.27515
H -21.73298 9.95032 -0.25547
H -23.62181 4.34546 10.05715
H -26.75162 12.26252 7.94561
H -22.99151 12.37973 3.22334
H -23.23935 11.06477 9.28730
H -15.98321 8.25391 5.77834
H -19.43397 13.64012 9.96630
H -17.50226 10.23568 9.67408
H -25.22357 10.46674 1.76658
H -24.25378 5.05516 8.54348
H -17.68095 14.92243 4.83162
H -20.53645 16.31869 2.74685
H -20.55704 14.05251 3.65036
H -23.33087 9.92299 7.37068
H -20.27368 6.33931 5.16781
H -18.68006 11.55471 9.24684
H -24.38366 8.92095 2.10499
H -21.62064 14.68023 4.81119
H -23.39685 12.51761 8.39356
*
```

Properties
E	-2773.56518	hartree
LUMO energy	-4.32	eV

Atomic partial charges in e from the Löwdin method, atoms 1 to 5:
1. Hg 1.2789
2. S 0.5527
3. F 0.1319
4. F 0.1485
5. F 0.1996